Here is a structure of composition C26H32N7PtS from the OMol25 dataset. Energies are from the ωB97M-V functional and the def2-TZVPD basis.

```
! RIJCOSX wB97M-V def2-TZVPD def2/J DEFGRID3
* xyz 1 1
Pt -0.32704 -0.18855 0.36923
C -1.97612 2.39278 -2.49434
C -2.54416 0.98765 -2.25330
C -1.58787 -0.16677 -2.49152
N -0.37696 -0.13037 -1.67423
C 0.82612 0.00075 -2.21648
C 1.02638 0.48128 -3.53656
C 2.11721 0.42326 -4.37120
C 3.35533 -0.18576 -4.17991
C 3.77359 -0.77204 -3.01063
C 3.16356 -0.80274 -1.75607
C 1.94431 -0.28614 -1.30881
N 1.63815 -0.18945 -0.00294
C 2.56142 -0.77594 0.96759
C 2.28476 -0.50474 2.44249
C 0.90812 -0.96125 2.91975
N -0.07576 -0.05954 2.34919
C -0.30872 1.15263 2.85515
C -0.00634 1.48317 4.18679
C -0.37495 2.57917 4.94406
C -1.09103 3.71299 4.59331
C -1.48003 4.05623 3.31427
C -1.26466 3.39691 2.11262
C -0.69983 2.14584 1.85090
N -0.39828 1.76319 0.59682
C -0.33328 2.72483 -0.49966
C -1.64673 3.13709 -1.19687
H -2.70792 2.98144 -3.04843
H -1.08264 2.36429 -3.12518
H -3.43075 0.80803 -2.86425
H -2.89529 0.94870 -1.23139
H -1.29224 -0.19652 -3.54029
H -2.09870 -1.11368 -2.29100
H 0.16285 0.96581 -3.96741
H 1.96649 0.88997 -5.33838
H 4.03718 -0.19930 -5.01936
H 4.74634 -1.25014 -3.04170
H 3.75934 -1.29208 -1.00056
H 3.56452 -0.40183 0.75277
H 2.59021 -1.86634 0.81501
H 2.38577 0.56354 2.65322
H 3.07045 -1.01684 3.00251
H 0.84706 -0.98589 4.00569
H 0.68832 -1.97328 2.57769
H 0.55319 0.73787 4.73258
H -0.06568 2.52747 5.98221
H -1.32750 4.40847 5.38724
H -2.00360 5.00058 3.21705
H -1.60551 3.93599 1.24136
H 0.36618 2.33415 -1.23814
H 0.14754 3.61367 -0.08160
H -1.56588 4.20505 -1.41571
H -2.48982 3.02512 -0.50965
S -4.98614 0.38271 0.86265
C -3.43294 0.00610 0.84839
N -2.28815 -0.26371 0.86590
C -1.36593 -5.23231 -1.06837
N -0.31742 -4.65829 -0.21781
C 0.46106 -5.55992 0.63496
C -0.31067 -3.37761 0.01610
N -0.30383 -2.24440 0.22284
H -0.91555 -5.97225 -1.72728
H -1.81565 -4.44686 -1.66963
H -2.13495 -5.70450 -0.45632
H 0.91585 -6.32593 0.00964
H -0.18062 -6.03117 1.38040
H 1.24780 -5.00057 1.13462
*
```

Output
* M: 669.74 u
* ΔE to the lowest compared entry with this formula, charge and spin: 0.0000 eV
* total energy: -1910.4643 Eh
* frontier orbital gap: 7.465 eV
* highest occupied orbital energy: -0.375 Ha

Atomic partial charges in e from the Löwdin method, atoms 1 to 4: 1.54 -0.17 -0.17 -0.20

Here is a structure of composition C26H32N8O7S2Tb in a non-equilibrium geometry from the OMol25 dataset. Energies are from the ωB97M-V functional and the def2-TZVPD basis.

```
! RIJCOSX wB97M-V def2-TZVPD def2/J DEFGRID3
* xyz -1 7
Tb -0.27399 0.21514 -0.36312
N -1.41680 0.53564 2.21268
C -1.84679 1.85962 2.66593
C -0.68651 2.85694 2.73927
C -0.29830 3.45311 1.38500
N 0.46904 2.50607 0.58045
H -2.23614 -0.05471 2.07590
H -0.85941 0.09745 2.94377
H -2.32262 1.80931 3.66226
H -2.58940 2.22644 1.95403
H 0.18799 2.37149 3.17785
H -0.99508 3.67246 3.39790
H 0.26610 4.38228 1.57162
H -1.20704 3.70699 0.83339
H 1.38531 2.35196 1.01170
H 0.64260 2.91643 -0.34334
O -0.87233 -5.65542 -2.37927
C -0.65643 -4.88512 -3.42724
O -0.60599 -5.33429 -4.55295
C -0.49043 -3.43048 -3.18519
C -0.35322 -2.46385 -4.17623
N -0.23582 -1.27967 -3.56707
N -0.27621 -1.40672 -2.24590
C -0.42904 -2.69601 -1.97330
C -0.45535 -3.09697 -0.51727
O -0.67145 -4.28718 -0.22251
O -0.21533 -2.17739 0.30493
H -0.83248 -5.14926 -1.48788
H -0.33860 -2.57772 -5.24167
H -0.16718 -0.31249 -3.91985
S -0.21946 1.68744 -2.78413
C 1.46105 1.79194 -3.30108
C 1.70025 2.47489 -4.49309
C 2.97501 2.64870 -4.99050
C 4.04907 2.12677 -4.28867
C 3.83076 1.44581 -3.10759
C 2.55166 1.25313 -2.58612
S 2.41580 0.35163 -1.08421
H 0.84659 2.87424 -5.02391
H 3.12600 3.18597 -5.91770
H 5.05695 2.24547 -4.66161
H 4.66637 1.03943 -2.55863
C 4.45167 -1.07618 5.53758
C 3.26563 -1.98776 5.24008
C 1.96512 -1.34016 5.71207
C 3.19330 -2.31876 3.73804
N 2.64814 -1.22523 2.99215
C 1.53935 -1.21251 2.23149
N 1.33052 0.02156 1.83272
N 2.30754 0.75261 2.36740
N 3.09346 0.03181 3.05223
H 4.48549 -0.84531 6.59928
H 4.36199 -0.15045 4.97442
H 5.38557 -1.55808 5.25865
H 3.39704 -2.93462 5.77328
H 1.85235 -0.35269 5.26888
H 1.97821 -1.21757 6.79230
H 1.10356 -1.95083 5.44806
H 2.53031 -3.16843 3.56305
H 4.18863 -2.55355 3.35269
H 0.93473 -2.05650 1.97095
O -4.33684 3.05855 -0.59480
C -5.02114 1.99007 -0.16081
C -6.37235 2.13482 0.15885
C -7.10232 1.06758 0.64036
C -6.50616 -0.17505 0.80878
C -5.17506 -0.33768 0.48020
C -4.42571 0.72744 -0.00693
C -2.97751 0.54061 -0.31436
O -2.25564 1.57608 -0.44325
O -2.50261 -0.60986 -0.38364
H -3.39646 2.75252 -0.72492
H -6.82414 3.10550 0.02762
H -8.14548 1.20308 0.89089
H -7.07538 -1.00775 1.19520
H -4.67999 -1.29107 0.60610
*
```

Output
* M: 791.65 u
* ΔE to the lowest compared entry with this formula, charge and spin: 0.1719 eV
* total energy: -3595.9047 Eh
* frontier orbital gap (alpha / beta): 6.112 / 6.129 eV
* highest occupied orbital energy (alpha / beta): -0.148 / -0.149 Ha

Atomic partial charges in e from the Löwdin method, atoms 1 to 4: 1.36 -0.02 -0.25 -0.18

Here is a structure of composition C26H32NO5STm in a non-equilibrium geometry from the OMol25 dataset. Energies are from the ωB97M-V functional and the def2-TZVPD basis.

```
! RIJCOSX wB97M-V def2-TZVPD def2/J DEFGRID3
* xyz 0 3
O -3.74043 -3.17866 -1.08324
C -3.86055 -4.40382 -0.22367
C -5.29851 -4.72287 -0.57552
H -3.73033 -4.21222 0.82845
H -3.15867 -5.19550 -0.53181
C -5.06007 -3.59533 -1.59208
H -6.02513 -4.43445 0.18936
H -5.43859 -5.68962 -1.01696
C -6.07457 -2.48814 -1.53686
H -6.06937 -1.90440 -0.62840
H -7.06346 -2.93639 -1.67384
H -5.92783 -1.82002 -2.39362
C -5.04256 -4.26789 -2.93920
H -4.36421 -5.12745 -2.95906
H -4.82302 -3.58261 -3.74408
H -6.05660 -4.65877 -3.11981
Tm -0.90895 -0.44670 -0.88822
C 1.53486 -1.00272 -2.28964
C 1.67326 -1.43614 -0.94752
C 0.68380 -2.44097 -0.69339
H 2.51928 -1.22514 -0.30191
C -0.09183 -2.60385 -1.89570
C 0.48008 -1.73891 -2.88614
H 0.21591 -1.71499 -3.93596
H 2.27004 -0.39459 -2.80394
H 0.57560 -2.98561 0.23322
H -0.89908 -3.31889 -2.03177
C -0.76731 2.01397 -1.89518
C -1.24117 1.18317 -2.96132
C -2.49060 0.59381 -2.54340
H -0.81945 1.19208 -3.95907
C -2.78956 1.07944 -1.21368
C -1.71311 1.95366 -0.82896
H -1.68048 2.58994 0.05622
H 0.02081 2.76057 -1.95671
H -3.15508 -0.02827 -3.14603
H -3.64750 0.83087 -0.58936
O -2.67469 -1.16518 3.88539
C -2.66786 -1.73042 2.58078
C -2.81306 -3.24154 2.71648
H -1.62372 -1.55040 2.27021
H -3.30423 -1.16005 1.84153
C -2.46378 -3.58212 4.16052
H -2.19963 -3.74821 1.99393
H -3.80758 -3.59043 2.54445
C -2.11196 -2.18005 4.73639
H -1.63391 -4.26550 4.28907
H -3.31499 -4.06886 4.61311
H -1.01369 -2.12436 4.59539
H -2.36824 -1.92475 5.76398
O 1.51798 1.37158 -0.27118
C 1.14050 1.16532 0.90222
N 0.03151 0.37813 1.13328
S -0.32895 0.25546 2.74354
O -1.56396 0.89715 3.05348
O -0.02748 -1.08483 3.20501
C 0.96818 1.23417 3.26399
C 1.15309 1.54325 4.60898
C 2.25602 2.34397 4.90824
C 3.07442 2.78486 3.84034
C 2.81727 2.47003 2.49706
C 1.71670 1.65209 2.18258
H 0.46569 1.18695 5.37524
H 2.46590 2.61987 5.95148
H 3.94051 3.39535 4.12343
H 3.45558 2.83529 1.69229
*
```

Output
* M: 639.55 u
* total energy: -2924.1936 Eh
* frontier orbital gap (alpha / beta): 8.487 / 8.506 eV
* highest occupied orbital energy (alpha / beta): -0.300 / -0.301 Ha

Atomic partial charges in e from the Löwdin method, atoms 1 to 4: -0.09 -0.14 -0.08 0.06

Here is a structure of composition C26H33B2F4FeN6P2 from the OMol25 dataset. Energies are from the ωB97M-V functional and the def2-TZVPD basis.

```
! RIJCOSX wB97M-V def2-TZVPD def2/J DEFGRID3
* xyz 0 2
Fe -0.38196 -0.51575 0.85520
C -1.54735 -2.45599 4.38915
C -1.77452 -1.55598 3.34470
N -0.78447 -1.62233 2.46365
N 0.09683 -2.52989 2.92115
C -0.33805 -3.04474 4.08064
B 1.46583 -2.56698 2.23250
N 2.04695 -1.13974 2.30643
C 3.14247 -0.68732 2.93420
C 3.22674 0.67512 2.74085
C 2.10655 0.98344 1.96516
N 1.40328 -0.11137 1.70823
N 1.25991 -2.88893 0.73257
C 1.84997 -3.83045 -0.01739
C 1.56465 -3.57570 -1.34419
C 0.77904 -2.42123 -1.30892
N 0.59243 -2.02300 -0.05321
H -2.16152 -2.62663 5.25495
H -2.57998 -0.85422 3.20483
H 0.25062 -3.77487 4.60991
H 2.20125 -3.36847 2.73502
H 3.78364 -1.36833 3.46817
H 3.97620 1.34994 3.11340
H 1.75911 1.94266 1.62332
H 2.44578 -4.59948 0.44391
H 1.88668 -4.13105 -2.20699
H 0.35430 -1.86009 -2.12432
C -3.28633 -2.57734 0.58008
P -2.34296 -1.18997 -0.12507
C -2.34110 -1.71349 -1.88235
C -3.42711 0.25289 -0.20568
C -4.79510 0.24253 0.02721
C -5.52624 1.41609 -0.08679
C -4.88921 2.59303 -0.44783
C -3.52176 2.60395 -0.68325
C -2.77263 1.43933 -0.56174
P -0.93571 1.42779 -0.74588
C -0.69722 1.61986 -2.55814
C -0.50667 3.12739 -0.22414
H -4.13178 -2.85299 -0.05124
H -3.63585 -2.34789 1.58501
H -2.60140 -3.42420 0.65070
H -3.36126 -1.67577 -2.26563
H -1.96738 -2.73538 -1.95771
H -1.71372 -1.06820 -2.48955
H -5.29268 -0.67714 0.31058
H -6.59000 1.41269 0.11169
H -5.45465 3.51213 -0.52901
H -3.04076 3.53996 -0.93595
H -1.23931 2.49412 -2.92138
H -1.03088 0.74792 -3.11675
H 0.36783 1.75510 -2.74842
H -0.82620 3.84594 -0.97938
H 0.57389 3.21103 -0.10724
H -0.96416 3.36041 0.73514
F -2.40429 2.71201 2.87311
B -1.22818 1.99988 3.00656
F -1.29722 0.95744 1.92066
F -0.11839 2.78805 2.74087
F -1.12400 1.32054 4.19704
C 2.44977 0.90514 -1.42780
C 3.37024 1.24416 -2.42721
C 3.82195 0.27957 -3.36259
C 4.72050 0.61724 -4.35115
C 5.20395 1.92120 -4.44988
C 4.77567 2.88757 -3.54117
C 3.87771 2.56192 -2.54773
H 2.05520 -0.09583 -1.34675
H 2.10511 1.63811 -0.71590
H 3.45113 -0.73585 -3.28244
H 5.05487 -0.13512 -5.05424
H 5.91012 2.18142 -5.22703
H 5.15206 3.89988 -3.61474
H 3.54974 3.31418 -1.83981
*
```

Output
* M: 645.00 u
* ΔE to the lowest compared entry with this formula, charge and spin: 0.1064 eV
* total energy: -3735.0178 Eh
* frontier orbital gap (alpha / beta): 7.822 / 8.116 eV
* highest occupied orbital energy (alpha / beta): -0.269 / -0.318 Ha

Atomic partial charges in e from the Löwdin method, atoms 1 to 4: 0.24 -0.04 -0.13 -0.02

Question: What is the formula in the fourth record?
Answer: C26H33B2F4FeN6P2

Question: Look up the M of the second one.
Answer: 791.65 u

Question: What is the total energy in the first record?
Answer: -1910.4643 Eh